42
Properties=species:S:1:pos:R:3:forces:R:3:lowdin_charge:R:1 method="wB97M-V/def2-TZVPD" lumo_energy_ev=-4.53 de_lowest_ev=0.000 orbital_gap_ev=6.12 multiplicity=1 total_charge=+1
N -1.6244 1.9464 0.7888 0.1 0.5 -0.2 0.12
N -4.5321 -5.0133 0.9986 -0.1 0.5 -0.2 0.00
N -2.3550 -0.1051 0.5315 0.2 0.4 -0.5 0.07
C -4.8561 -6.2355 1.7393 0.1 -0.4 0.2 0.00
C -7.6166 -3.1499 1.7718 0.9 -0.7 -0.2 -0.02
C -3.0534 -3.6517 -0.3617 -0.1 -0.6 0.3 -0.12
C -6.1999 -1.7501 0.3858 -0.4 0.1 0.3 0.01
C -2.3965 -5.9415 0.2468 0.9 -0.2 -0.3 0.00
C -1.8533 -3.5429 -1.1138 0.5 -0.3 0.0 0.01
C -7.3804 -1.9422 1.0778 0.2 0.3 -0.3 -0.05
C -1.8389 0.0300 1.8194 0.1 1.5 -0.6 -0.09
C -3.9589 -2.5943 -0.2609 -0.1 0.2 -0.4 0.09
C -2.1989 1.0695 -0.0728 0.3 -0.6 1.4 -0.41
C -0.7873 2.0905 3.1124 0.4 0.4 0.9 -0.05
C -5.1927 -2.7516 0.3733 -0.3 -0.7 0.4 -0.12
C -1.3872 1.3274 1.9980 -0.4 -0.6 -0.5 -0.31
C -3.3399 -4.8979 0.3008 -0.5 0.5 0.2 -0.09
C -5.4734 -3.9952 1.0364 1.0 -0.1 -0.4 -0.11
C -1.2099 -5.7810 -0.4660 -1.1 0.0 0.6 -0.02
C -2.5176 1.5037 -1.4511 -0.2 -0.1 -0.4 -0.02
C -6.6730 -4.1738 1.7395 -0.9 0.5 0.3 0.00
C -0.9464 -4.5842 -1.1605 -0.1 0.6 -0.2 -0.05
H -5.7779 -6.6911 1.3492 0.4 0.2 0.1 0.12
H -1.4189 2.9183 0.5497 0.0 -0.6 0.3 0.18
H -8.1421 -1.1617 1.1133 0.3 -0.2 -0.1 0.12
H -4.0383 -6.9446 1.6308 -0.4 0.1 0.2 0.07
H -0.0139 -4.4885 -1.7194 -0.4 0.0 0.1 0.12
H -6.8637 -5.1019 2.2744 -0.1 0.4 -0.2 0.11
H -1.6819 -2.6075 -1.6457 0.1 -0.2 0.2 0.13
H -0.6713 1.4324 3.9894 0.0 0.3 -0.3 0.09
H -5.9993 -0.8363 -0.1735 -0.1 -0.1 0.3 0.13
H 0.2133 2.5082 2.8632 -0.5 -0.4 0.1 0.09
H -4.9920 -6.0115 2.8078 0.1 0.0 -0.4 0.12
H -1.8037 -0.7848 2.5206 -0.1 0.0 0.0 0.10
H -2.5554 -6.8830 0.7659 0.1 0.3 -0.3 0.10
H -1.6076 1.8772 -1.9486 -0.3 -0.2 0.0 0.09
H -2.9352 0.6582 -2.0176 0.1 0.4 0.1 0.08
H -3.2398 2.3346 -1.4196 0.1 -0.3 -0.2 0.09
H -0.4963 -6.6020 -0.4702 -0.1 0.2 -0.1 0.12
H -8.5323 -3.3045 2.3401 0.2 0.1 -0.2 0.12
H -3.6838 -1.6200 -0.6809 -0.1 -0.4 0.1 0.11
H -1.4104 2.9598 3.4195 0.2 -0.6 -0.2 0.09

=====

22
Properties=species:S:1:pos:R:3:forces:R:3:lowdin_charge:R:1 method="wB97M-V/def2-TZVPD" lumo_energy_ev=0.24 de_lowest_ev=3.298 orbital_gap_ev=7.56 multiplicity=1 smiles="CN1C=CN(C)C1(C)[N+](=O)[O-]" total_charge=0
O -0.5466 -2.2678 -0.4858 0.0 0.0 0.5 0.09
O -1.7214 -1.5495 1.1848 0.3 -0.2 0.2 0.06
N 1.1616 -0.2619 -0.3944 -0.2 0.1 0.3 -0.13
N -0.9873 0.7459 -0.5538 2.5 -1.6 2.3 -0.06
N -0.7681 -1.4887 0.4261 -0.8 -0.8 -0.6 -0.33
C 0.1279 0.3914 1.7945 0.0 -0.3 0.2 0.01
C -0.3932 0.6084 -1.7985 0.5 -0.3 -0.3 -0.12
C -2.4011 0.7346 -0.3456 -0.3 -0.1 0.1 -0.08
C 0.8322 0.0814 -1.7120 -0.6 0.1 -0.4 -0.09
C 0.0085 -0.2054 0.4189 -1.6 3.0 -1.9 -0.32
C 2.1854 -1.2545 -0.1445 0.1 -0.1 -0.1 -0.05
H 0.2477 -0.4007 2.5306 0.1 0.0 0.2 0.09
H -0.7699 0.9448 2.0540 -0.1 0.0 0.0 0.08
H 0.9780 1.0651 1.8288 0.0 0.0 -0.1 0.09
H -2.8562 1.2640 -1.1809 -0.1 0.1 0.0 0.09
H -0.8990 0.9714 -2.6711 0.0 0.1 -0.2 0.11
H -2.6338 1.2613 0.5805 -0.1 0.0 -0.1 0.08
H 1.9547 -2.2168 -0.6106 0.0 0.0 0.1 0.08
H -2.8485 -0.2660 -0.2842 0.0 0.0 -0.1 0.08
H 2.2957 -1.3917 0.9301 0.1 0.0 0.0 0.09
H 1.5572 -0.0613 -2.4863 0.1 0.0 -0.2 0.11
H 3.1296 -0.8872 -0.5474 0.0 0.0 0.1 0.09

=====

50
Properties=species:S:1:pos:R:3:forces:R:3:lowdin_charge:R:1 method="wB97M-V/def2-TZVPD" lumo_energy_ev="-0.98 / -0.98" de_lowest_ev=0.000 orbital_gap_ev="5.56 / 5.56" multiplicity=1 total_charge=0
Pt 0.1231 -0.3411 0.0567 -0.7 -0.3 -0.9 1.10
Br -4.8561 -0.4435 -0.8296 0.0 0.0 0.0 0.78
Br -3.9624 4.6111 -3.1713 0.0 0.0 0.0 0.76
O 1.6386 0.7777 2.0702 0.2 0.4 0.4 0.08
O 1.0440 -0.8635 -2.6449 -0.1 0.2 -0.1 0.12
O 1.9854 -2.7724 -3.2170 -0.1 0.1 0.1 0.13
O -1.8540 -0.2930 -0.3582 -0.1 0.1 0.3 -0.23
O 3.4896 0.0431 3.1201 -0.3 0.1 0.0 0.12
N 2.2116 -0.9824 -0.0635 -0.3 0.2 0.2 0.04
N -0.0958 1.5982 -1.1158 0.1 0.0 0.0 0.05
C -1.9101 -0.6006 2.5645 0.0 0.1 0.0 -0.07
C 3.7471 -2.5542 -0.9784 -0.1 0.0 -0.3 0.01
C 0.3888 3.7442 -2.0050 0.1 0.0 0.0 -0.01
C -0.9172 3.9555 -2.3236 -0.1 0.0 0.0 -0.02
C -3.6362 0.9071 -1.3257 -0.2 0.1 0.0 -0.60
C -3.2299 -3.0297 2.8034 0.1 -0.1 -0.1 -0.09
C 4.1750 -1.6154 1.1456 0.3 -0.2 -0.1 0.03
C -1.4167 1.7922 -1.4099 0.2 0.1 0.1 -0.13
C 4.5481 -2.4840 0.1378 0.1 0.1 0.3 -0.01
C 2.2286 2.2678 -1.0779 -0.1 0.0 0.0 -0.02
C -3.2634 3.0647 -2.3218 0.0 0.1 0.0 -0.63
C -4.1119 2.0549 -1.9799 -0.1 -0.1 0.0 -0.17
C -0.0910 -1.7914 1.2596 0.6 -0.1 0.3 -0.10
C -3.8351 -1.8686 3.2494 0.0 0.1 0.0 -0.09
C 2.5936 -1.7830 -1.0613 -0.1 -0.1 -0.4 -0.15
C -3.1527 -0.6547 3.1623 0.0 -0.1 0.1 -0.08
C 0.7845 2.5303 -1.4008 0.1 0.0 -0.1 -0.30
C 2.6013 0.0729 2.1106 0.2 -0.7 -0.6 -0.46
C -1.8821 2.9646 -2.0392 0.1 0.0 0.0 -0.19
C -1.3101 -1.7607 2.0463 0.0 0.0 -0.2 -0.38
C -2.3015 0.7420 -1.0024 0.1 0.0 0.1 -0.40
C -1.9590 -2.9798 2.2390 -0.2 -0.2 0.0 -0.06
C 1.7687 -1.7573 -2.3508 0.4 -0.3 0.1 -0.45
C 3.0058 -0.8936 0.9966 0.0 0.4 0.9 -0.17
H -1.2281 4.8821 -2.7881 0.0 0.0 0.0 0.08
H -3.6114 0.2531 3.5349 0.0 0.0 0.0 0.10
H 2.5552 1.3504 -1.5717 0.0 0.0 0.0 0.07
H 2.5407 -3.4658 -2.8456 -0.1 0.0 0.1 0.09
H -1.3747 0.3382 2.4914 -0.1 0.0 -0.1 0.10
H 4.0617 -3.1857 -1.7979 0.0 0.0 0.0 0.12
H 5.4487 -3.0781 0.2115 0.0 0.0 0.0 0.12
H 1.1367 4.4981 -2.2137 0.0 0.0 0.0 0.11
H -5.1674 2.1338 -2.2011 0.0 0.0 0.0 0.10
H -4.8320 -1.9028 3.6713 0.0 0.0 0.0 0.10
H -3.7430 -3.9796 2.8929 0.0 0.0 0.0 0.10
H 2.8612 3.0912 -1.4055 0.0 0.0 0.0 0.08
H -1.4657 -3.8835 1.9018 0.0 0.0 0.0 0.10
H 4.7625 -1.4940 2.0423 0.0 0.0 0.0 0.12
H 3.1568 0.6539 3.7955 0.0 0.0 0.0 0.14
H 2.3502 2.1314 -0.0032 0.0 0.0 0.0 0.07

=====

28
Properties=species:S:1:pos:R:3:forces:R:3:lowdin_charge:R:1 method="wB97M-V/def2-TZVPD" lumo_energy_ev=-0.45 de_lowest_ev=1.178 orbital_gap_ev=9.82 multiplicity=1 smiles="C[N+](=O)[O-].C[N+](=O)[O-].C[N+](=O)[O-].C[N+](=O)[O-]" total_charge=0
O -2.9879 -1.1062 -2.5601 0.1 -0.5 -0.5 0.06
O -0.3721 2.8208 0.4359 1.9 0.4 1.9 0.03
O -3.3593 0.9137 -1.9756 0.8 -0.2 0.4 0.05
O 0.9376 2.8872 2.2399 -0.5 0.3 -1.3 0.06
O 0.8639 -1.4213 -3.1413 -1.0 -1.2 -1.1 0.08
O 0.1162 -3.3816 0.1063 -0.3 1.7 1.9 0.05
O 1.2387 0.5353 -2.4037 0.2 0.7 0.3 0.06
O 0.2536 -1.3847 1.0036 -0.4 -0.3 -0.1 0.05
N 1.4762 -0.6457 -2.4781 0.2 -0.4 1.3 -0.47
N -2.7758 -0.1555 -1.8455 -1.9 0.5 -0.5 -0.46
N 0.1513 -2.5930 1.0849 1.5 -1.0 -2.3 -0.42
N 0.2333 3.3883 1.3775 -2.4 -0.2 -0.8 -0.41
C 2.6049 -1.2288 -1.6847 1.2 0.8 -0.7 0.05
C -1.8398 -0.4237 -0.7370 -0.6 1.4 -0.2 0.03
C 0.2730 -3.1693 2.4195 -1.6 -0.6 0.8 0.03
C -0.2003 4.8540 1.5415 0.9 -1.3 -0.2 0.06
H 0.1748 -4.2518 2.3380 0.8 0.1 0.0 0.10
H 1.1050 -2.7207 2.9624 0.0 -0.4 -0.3 0.11
H 3.1939 -0.3555 -1.4046 0.0 -0.3 0.4 0.10
H -2.2420 -1.3690 -0.3726 1.1 -0.1 0.1 0.10
H -0.5107 5.1836 0.5500 0.3 0.1 0.3 0.09
H -1.9470 0.3902 -0.0200 0.1 -0.2 0.0 0.09
H -0.8900 -0.3047 -1.2585 0.2 -0.9 0.6 0.08
H 3.1556 -1.8083 -2.4257 0.0 0.0 0.2 0.10
H 0.6926 5.3172 1.9614 -0.5 0.4 0.0 0.09
H -0.6518 -2.8901 2.9245 0.1 0.3 0.2 0.10
H -1.0612 4.8031 2.2081 0.3 0.2 0.1 0.10
H 2.3671 -1.8836 -0.8463 -0.7 0.4 -0.2 0.08